Entry 1:
{
  "formula": "C14H36AgFO11P2",
  "method": "ωB97M-V/def2-TZVPD",
  "symbols": ["Ag", "F", "C", "O", "P", "O", "O", "C", "O", "C", "H", "H", "H", "H", "H", "H", "H", "H", "H", "C", "O", "P", "O", "O", "C", "O", "C", "H", "H", "H", "H", "H", "H", "H", "H", "H", "C", "O", "C", "C", "O", "C", "H", "H", "H", "H", "H", "H", "H", "H", "H", "H", "C", "C", "C", "O", "C", "H", "H", "H", "H", "H", "H", "H", "H"],
  "positions_angstrom": [[-8.02, -9.88, 15.70], [-7.34, -7.98, 14.50], [-4.49, -8.30, 12.37], [-3.07, -8.50, 12.31], [-2.23, -9.11, 13.58], [-2.65, -10.46, 14.01], [-2.49, -8.03, 14.73], [-2.10, -6.62, 14.62], [-0.68, -8.97, 13.14], [-0.08, -9.87, 12.29], [-4.87, -8.18, 13.38], [-5.02, -9.09, 11.83], [-4.76, -7.35, 11.90], [-2.64, -5.98, 15.32], [-2.35, -6.20, 13.64], [-1.04, -6.52, 14.81], [0.16, -9.33, 11.38], [-0.75, -10.65, 11.92], [0.77, -10.30, 12.81], [-5.77, -6.21, 20.70], [-5.66, -5.60, 19.45], [-4.26, -5.66, 18.71], [-3.34, -4.60, 19.16], [-3.66, -7.18, 18.93], [-2.55, -7.57, 18.13], [-4.64, -5.61, 17.12], [-5.55, -6.51, 16.48], [-6.49, -7.03, 20.74], [-6.22, -5.61, 21.49], [-4.82, -6.51, 21.16], [-2.66, -8.44, 17.48], [-1.62, -7.72, 18.68], [-2.24, -6.79, 17.43], [-5.50, -7.49, 16.95], [-5.29, -6.56, 15.42], [-6.52, -6.04, 16.33], [-9.99, -10.03, 12.97], [-9.30, -10.86, 13.92], [-9.89, -12.13, 14.00], [-8.98, -13.05, 14.91], [-8.86, -12.52, 16.25], [-8.13, -13.34, 17.16], [-10.09, -10.48, 11.99], [-9.49, -9.06, 12.90], [-10.94, -9.76, 13.42], [-9.90, -12.60, 13.02], [-10.92, -12.01, 14.34], [-7.99, -13.27, 14.52], [-9.45, -14.02, 15.08], [-7.17, -13.50, 16.67], [-8.60, -14.32, 17.30], [-8.03, -12.77, 18.08], [-8.61, -5.05, 9.89], [-8.96, -5.58, 11.26], [-7.55, -5.80, 11.84], [-6.68, -4.97, 11.13], [-7.35, -4.25, 10.11], [-9.43, -4.48, 9.48], [-8.46, -5.86, 9.18], [-9.51, -6.52, 11.27], [-9.44, -4.81, 11.87], [-7.29, -6.85, 11.68], [-7.53, -5.59, 12.91], [-6.72, -4.17, 9.22], [-7.58, -3.23, 10.40]],
  "energy_ha": -2311.91867,
  "multiplicity": 2,
  "homo_lumo_gap_ev": [9.1, 3.1],
  "lumo_energy_ev": [-2.7, -8.8],
  "charge": 1,
  "s_squared": 0.754
}

Entry 2:
{
  "formula": "C14H36O17P3SV",
  "method": "ωB97M-V/def2-TZVPD",
  "symbols": ["V", "O", "C", "O", "O", "H", "C", "O", "P", "O", "O", "C", "O", "C", "H", "H", "H", "H", "H", "H", "H", "H", "H", "C", "O", "P", "O", "O", "C", "O", "C", "H", "H", "H", "H", "H", "H", "H", "H", "H", "C", "O", "P", "O", "O", "C", "O", "C", "H", "H", "H", "H", "H", "H", "H", "H", "H", "C", "C", "C", "S", "O", "O", "C", "H", "H", "H", "H", "H", "H", "H", "H"],
  "positions_angstrom": [[1.84, -1.79, 1.90], [0.20, -0.06, -1.34], [0.78, -0.54, -0.24], [0.11, -0.88, 0.75], [1.95, -0.87, -0.14], [-0.69, -0.02, -0.99], [4.87, 0.58, -1.29], [6.26, 0.60, -1.24], [7.01, -0.57, -2.02], [8.46, -0.36, -2.05], [6.40, -1.92, -1.27], [6.73, -2.30, 0.04], [6.24, -0.66, -3.52], [6.08, 0.48, -4.35], [4.57, 1.02, -0.34], [4.34, -0.37, -1.37], [4.60, 1.26, -2.10], [5.95, -2.93, 0.47], [6.99, -1.46, 0.69], [7.61, -2.92, -0.06], [6.72, 1.34, -4.21], [5.05, 0.84, -4.34], [6.18, 0.08, -5.36], [-1.15, -5.50, 2.97], [-1.02, -4.69, 4.13], [-1.01, -3.09, 4.02], [0.08, -2.61, 3.11], [-2.52, -2.64, 3.54], [-3.60, -3.08, 4.35], [-0.98, -2.60, 5.58], [0.18, -2.54, 6.37], [-2.09, -6.05, 3.03], [-0.34, -6.23, 2.90], [-1.09, -4.93, 2.04], [-4.14, -3.84, 3.77], [-4.24, -2.26, 4.69], [-3.35, -3.64, 5.25], [-0.04, -2.89, 7.38], [0.47, -1.49, 6.45], [1.01, -3.09, 5.92], [-2.65, 3.57, -2.74], [-2.15, 2.26, -2.32], [-2.83, 0.90, -2.84], [-2.51, -0.34, -2.09], [-4.42, 1.35, -2.85], [-5.49, 0.45, -3.03], [-2.38, 0.90, -4.38], [-1.11, 0.44, -4.84], [-2.76, 4.27, -1.92], [-3.63, 3.54, -3.20], [-1.91, 4.07, -3.37], [-5.15, -0.52, -3.39], [-6.15, 0.76, -3.84], [-6.06, 0.26, -2.12], [-0.69, -0.34, -4.20], [-0.24, 1.09, -4.94], [-1.21, -0.05, -5.81], [-2.10, 1.98, 1.05], [-3.35, 2.75, 0.68], [-3.25, 4.25, 1.13], [-1.45, 4.69, 1.15], [-1.09, 5.11, 2.48], [-1.14, 5.57, 0.02], [-0.88, 2.90, 0.86], [-2.11, 1.13, 0.36], [-2.10, 1.52, 2.04], [-4.28, 2.31, 1.02], [-3.56, 2.79, -0.39], [-3.34, 4.19, 2.21], [-3.83, 5.13, 0.83], [-0.03, 2.72, 1.52], [-0.59, 2.95, -0.19]],
  "energy_ha": -4200.52796,
  "multiplicity": 5,
  "homo_lumo_gap_ev": [6.4, 9.4],
  "lumo_energy_ev": [0.3, 0.2],
  "s_squared": 6.003
}

Entry 3:
{
  "formula": "C14H37BF6N4O7PbS2",
  "method": "ωB97M-V/def2-TZVPD",
  "symbols": ["Pb", "C", "F", "F", "F", "S", "O", "O", "N", "S", "O", "O", "C", "F", "F", "F", "B", "H", "H", "H", "H", "C", "C", "C", "O", "C", "N", "H", "H", "H", "H", "H", "H", "H", "H", "H", "H", "H", "C", "C", "C", "O", "C", "N", "H", "H", "H", "H", "H", "H", "H", "H", "H", "H", "H", "C", "C", "C", "O", "C", "N", "H", "H", "H", "H", "H", "H", "H", "H", "H", "H", "H"],
  "positions_angstrom": [[-1.00, -0.29, 0.59], [1.05, 0.44, 4.37], [0.99, 0.22, 5.68], [1.97, 1.37, 4.13], [1.41, -0.69, 3.77], [-0.65, 0.95, 3.78], [-1.29, -0.29, 3.41], [-1.26, 1.70, 4.81], [-0.35, 1.67, 2.31], [-0.41, 3.26, 2.61], [-1.71, 3.83, 2.69], [0.55, 3.66, 3.59], [0.27, 3.93, 1.02], [1.49, 3.41, 0.76], [-0.54, 3.64, -0.01], [0.42, 5.24, 1.13], [-2.67, -2.48, 0.81], [-3.51, -3.22, 1.29], [-1.93, -2.20, 1.74], [-2.06, -3.00, -0.10], [-3.21, -1.44, 0.46], [-2.79, 1.65, -3.28], [-2.32, 1.35, -1.87], [-3.37, 1.74, -0.84], [-2.95, 1.34, 0.46], [-3.97, 1.44, 1.43], [-2.02, -0.09, -1.73], [-2.12, 1.27, -4.04], [-2.88, 2.73, -3.48], [-3.78, 1.23, -3.49], [-1.41, 1.91, -1.63], [-4.32, 1.23, -1.04], [-3.48, 2.83, -0.80], [-4.21, 2.49, 1.59], [-3.62, 1.04, 2.38], [-4.87, 0.90, 1.12], [-2.87, -0.63, -1.88], [-1.34, -0.49, -2.37], [2.61, 1.62, -2.58], [1.35, 0.80, -2.30], [1.61, -0.62, -2.77], [0.41, -1.36, -2.72], [0.61, -2.70, -3.13], [0.99, 0.91, -0.87], [2.88, 1.66, -3.64], [3.44, 1.08, -2.12], [2.59, 2.62, -2.16], [0.52, 1.15, -2.91], [2.38, -1.11, -2.15], [2.02, -0.57, -3.79], [0.92, -2.75, -4.18], [-0.29, -3.25, -2.89], [1.44, -3.14, -2.55], [1.13, 1.89, -0.65], [1.64, 0.40, -0.27], [2.00, -4.35, 0.58], [1.57, -2.93, 0.94], [2.72, -1.98, 0.73], [2.33, -0.66, 1.02], [3.43, 0.24, 1.23], [0.44, -2.55, 0.02], [1.26, -5.08, 0.92], [2.94, -4.64, 1.10], [2.25, -4.52, -0.47], [1.17, -2.88, 1.95], [3.23, -2.07, -0.25], [3.52, -2.28, 1.44], [3.78, 0.01, 2.24], [3.11, 1.26, 1.11], [4.26, 0.00, 0.55], [0.86, -2.68, -0.91], [-0.35, -3.18, 0.09]],
  "energy_ha": -2914.51377,
  "homo_lumo_gap_ev": 8.7,
  "lumo_energy_ev": 0.2
}

Entry 4:
{
  "formula": "C14H37BN2O13S3Si",
  "method": "ωB97M-V/def2-TZVPD",
  "symbols": ["H", "N", "C", "C", "C", "Si", "C", "O", "N", "O", "C", "B", "O", "O", "H", "H", "H", "H", "H", "H", "H", "H", "H", "H", "H", "H", "C", "C", "O", "S", "C", "O", "O", "H", "H", "H", "H", "H", "H", "H", "H", "C", "C", "O", "S", "C", "O", "O", "H", "H", "H", "H", "H", "H", "H", "H", "C", "C", "O", "S", "C", "O", "O", "H", "H", "H", "H", "H", "H", "H", "H"],
  "positions_angstrom": [[1.52, -2.16, -1.82], [1.06, -2.43, -0.91], [1.70, -1.78, 0.15], [1.14, -2.09, 1.65], [2.95, -0.80, -0.26], [3.29, 0.64, 0.97], [4.50, 0.09, 2.42], [5.79, 0.75, 2.13], [6.80, 0.23, 2.85], [6.43, -0.21, 3.92], [1.73, 1.47, 1.74], [0.58, 1.85, 0.62], [-0.77, 1.26, 0.81], [0.86, 2.75, -0.54], [0.41, -1.25, 2.02], [2.00, -2.30, 2.45], [0.49, -3.09, 1.62], [3.93, -1.47, -0.36], [2.75, -0.40, -1.36], [3.99, 1.70, 0.20], [4.52, -1.08, 2.36], [3.97, 0.51, 3.41], [2.09, 2.50, 2.22], [1.32, 0.82, 2.63], [-0.70, 0.25, 0.88], [1.06, 3.64, -0.09], [-2.98, -0.34, 7.22], [-2.52, -0.70, 5.82], [-2.70, 0.39, 4.92], [-1.63, 1.62, 4.96], [-2.12, 2.39, 3.44], [-0.30, 1.09, 4.80], [-1.98, 2.51, 6.05], [-2.34, 0.41, 7.67], [-2.97, -1.23, 7.86], [-4.00, 0.07, 7.20], [-1.48, -1.03, 5.81], [-3.13, -1.52, 5.44], [-1.92, 1.71, 2.61], [-1.54, 3.31, 3.32], [-3.19, 2.63, 3.49], [0.35, 4.51, -2.96], [0.23, 3.47, -4.05], [0.78, 3.93, -5.27], [2.40, 3.92, -5.45], [2.43, 4.19, -7.21], [2.90, 2.59, -5.18], [2.95, 5.09, -4.80], [1.40, 4.67, -2.68], [-0.19, 4.20, -2.06], [-0.04, 5.47, -3.29], [0.69, 2.52, -3.75], [-0.83, 3.26, -4.23], [1.97, 3.33, -7.70], [3.47, 4.28, -7.52], [1.89, 5.11, -7.44], [-5.33, -4.37, -3.26], [-4.09, -5.16, -3.67], [-2.93, -4.65, -3.04], [-2.65, -5.03, -1.48], [-0.96, -4.49, -1.42], [-2.67, -6.47, -1.34], [-3.44, -4.15, -0.64], [-5.56, -4.53, -2.20], [-6.19, -4.68, -3.85], [-5.17, -3.30, -3.40], [-4.21, -6.22, -3.46], [-3.95, -5.05, -4.75], [-0.36, -5.10, -2.10], [-0.60, -4.60, -0.39], [-0.91, -3.44, -1.71]],
  "energy_ha": -3152.00880,
  "homo_lumo_gap_ev": 10.2,
  "lumo_energy_ev": -0.1
}

Entry 5:
{
  "formula": "C14H38GaO6",
  "method": "ωB97M-V/def2-TZVPD",
  "symbols": ["C", "C", "O", "C", "O", "Ga", "C", "C", "O", "H", "H", "H", "H", "H", "H", "H", "H", "H", "H", "H", "H", "H", "H", "C", "C", "C", "O", "H", "H", "H", "H", "H", "H", "H", "H", "C", "C", "C", "O", "H", "H", "H", "H", "H", "H", "H", "H", "C", "C", "C", "O", "H", "H", "H", "H", "H", "H", "H", "H"],
  "positions_angstrom": [[-2.20, -0.03, 2.41], [-0.99, -0.35, 1.51], [-0.71, -1.75, 1.50], [-1.22, 0.15, 0.06], [-0.51, -0.53, -0.91], [-1.48, -1.59, -2.16], [-1.52, -3.49, -1.40], [-1.01, -4.64, -2.27], [0.00, -4.27, -3.22], [-2.64, -0.97, 2.76], [-1.91, 0.57, 3.27], [-2.98, 0.51, 1.87], [-0.12, 0.17, 1.91], [-0.55, -2.00, 2.42], [-0.92, 1.21, 0.07], [-2.31, 0.14, -0.14], [-0.74, -1.44, -3.58], [-2.97, -0.96, -2.25], [-2.56, -3.71, -1.13], [-0.95, -3.47, -0.46], [-1.82, -5.07, -2.86], [-0.61, -5.44, -1.63], [0.70, -3.83, -2.74], [3.08, 3.41, 3.09], [2.68, 2.02, 3.57], [3.87, 1.09, 3.71], [1.69, 1.47, 2.71], [3.57, 3.35, 2.11], [2.19, 4.03, 2.99], [3.77, 3.89, 3.79], [2.18, 2.11, 4.53], [4.36, 0.95, 2.74], [3.55, 0.10, 4.06], [4.61, 1.48, 4.41], [2.06, 1.37, 1.83], [-1.49, 4.04, 4.03], [-0.64, 5.27, 4.34], [-1.49, 6.52, 4.49], [0.36, 5.44, 3.34], [-2.02, 4.18, 3.09], [-0.86, 3.16, 3.93], [-2.22, 3.86, 4.82], [-0.08, 5.10, 5.27], [-2.02, 6.73, 3.56], [-0.86, 7.39, 4.71], [-2.22, 6.41, 5.28], [-0.08, 5.57, 2.50], [0.82, -2.77, -6.55], [0.00, -3.96, -7.03], [0.47, -5.25, -6.39], [0.03, -4.06, -8.46], [1.87, -2.90, -6.81], [0.46, -1.85, -7.02], [0.73, -2.66, -5.47], [-1.05, -3.79, -6.78], [1.50, -5.47, -6.67], [-0.15, -6.09, -6.72], [0.41, -5.18, -5.30], [0.95, -4.20, -8.71]],
  "energy_ha": -2932.41954,
  "homo_lumo_gap_ev": 6.8,
  "lumo_energy_ev": 2.4,
  "charge": -1
}

Entry 6:
{
  "formula": "C14H39BrN3O2Si4",
  "method": "ωB97M-V/def2-TZVPD",
  "symbols": ["Br", "C", "N", "N", "C", "N", "H", "H", "H", "O", "Si", "C", "C", "C", "Si", "C", "C", "C", "H", "H", "H", "H", "H", "H", "H", "H", "H", "H", "H", "H", "H", "H", "H", "H", "H", "H", "O", "Si", "C", "C", "C", "Si", "C", "C", "C", "H", "H", "H", "H", "H", "H", "H", "H", "H", "H", "H", "H", "H", "H", "H", "H", "H", "H"],
  "positions_angstrom": [[6.60, 5.44, -1.73], [7.18, 3.82, -1.09], [6.60, 2.67, -1.21], [7.30, 1.67, -0.61], [8.31, 2.25, -0.11], [8.28, 3.59, -0.36], [5.72, 2.48, -1.69], [9.07, 1.75, 0.44], [8.97, 4.26, -0.08], [0.75, 2.26, -0.60], [-0.75, 2.80, -1.09], [-0.71, 3.23, -2.91], [-1.23, 4.32, -0.11], [-2.03, 1.48, -0.81], [2.29, 2.81, -0.54], [3.43, 1.52, 0.19], [2.39, 4.35, 0.53], [2.89, 3.23, -2.27], [-0.07, 4.09, -3.10], [-1.71, 3.46, -3.26], [-0.33, 2.39, -3.50], [-1.16, 4.13, 0.96], [-2.26, 4.60, -0.34], [-0.58, 5.17, -0.35], [-2.11, 1.21, 0.24], [-1.80, 0.58, -1.38], [-3.01, 1.84, -1.13], [3.13, 1.25, 1.20], [4.45, 1.90, 0.23], [3.43, 0.61, -0.42], [1.86, 5.18, 0.07], [3.43, 4.65, 0.67], [1.96, 4.17, 1.52], [2.35, 4.09, -2.67], [2.76, 2.39, -2.94], [3.96, 3.49, -2.25], [-2.63, -3.96, 1.55], [-3.75, -4.83, 2.40], [-4.21, -6.38, 1.46], [-5.28, -3.80, 2.69], [-3.06, -5.33, 4.06], [-2.51, -3.21, 0.09], [-0.83, -2.41, -0.12], [-3.82, -1.89, -0.06], [-2.73, -4.46, -1.29], [-4.74, -6.13, 0.54], [-4.85, -7.02, 2.07], [-3.31, -6.95, 1.19], [-5.03, -2.84, 3.14], [-5.97, -4.32, 3.35], [-5.81, -3.60, 1.75], [-2.79, -4.46, 4.67], [-2.17, -5.96, 3.96], [-3.81, -5.90, 4.61], [-0.66, -1.65, 0.65], [-0.78, -1.93, -1.09], [-0.03, -3.14, -0.06], [-4.82, -2.32, -0.10], [-3.68, -1.31, -0.98], [-3.78, -1.19, 0.78], [-3.74, -4.86, -1.30], [-2.04, -5.30, -1.17], [-2.54, -3.99, -2.26]],
  "energy_ha": -4603.63117,
  "homo_lumo_gap_ev": 7.5,
  "lumo_energy_ev": -3.7,
  "charge": 1
}